Record 1
{"formula": "C38H56F5NP4Re", "method": "the ωB97M-V functional and the def2-TZVPD basis", "lumo_energy_ev": [-6.959, -7.101], "homo_ev": [-13.37, -13.35], "fmax_ev_per_a": 0.82, "charge": 2, "spin_multiplicity": 2, "orbital_gap_ev": [6.41, 6.24], "s_squared": 0.815, "species": ["Re", "C", "C", "C", "P", "C", "C", "C", "C", "C", "C", "C", "C", "C", "C", "N", "C", "C", "C", "C", "C", "C", "C", "P", "C", "C", "C", "C", "C", "C", "H", "H", "H", "H", "H", "H", "H", "H", "H", "H", "H", "H", "H", "H", "H", "H", "H", "H", "H", "H", "H", "H", "H", "H", "H", "H", "H", "H", "H", "H", "H", "H", "H", "H", "H", "H", "H", "H", "H", "H", "C", "P", "C", "C", "C", "P", "C", "C", "H", "H", "H", "H", "H", "H", "H", "H", "H", "H", "H", "H", "H", "H", "H", "H", "F", "C", "C", "C", "F", "C", "F", "C", "F", "C", "F"], "xyz": [[0.264, -0.616, 0.349], [1.039, -1.215, 5.159], [0.499, -1.478, 3.755], [-0.213, -2.829, 3.688], [-0.453, -0.184, 2.828], [-1.998, 0.194, 3.843], [-3.314, -0.478, 3.431], [-1.804, -0.089, 5.343], [0.597, 1.283, 3.045], [0.681, 2.017, 4.227], [1.708, 2.926, 4.462], [1.768, 3.690, 5.748], [2.694, 3.052, 3.489], [2.593, 2.397, 2.276], [1.505, 1.570, 2.009], [1.306, 1.008, 0.711], [1.712, 1.862, -0.398], [1.719, 3.251, -0.319], [2.036, 4.008, -1.437], [2.367, 3.414, -2.654], [2.765, 4.234, -3.838], [2.332, 2.026, -2.735], [1.978, 1.245, -1.648], [1.855, -0.554, -1.494], [3.631, -0.931, -1.106], [4.525, -0.571, -2.300], [4.189, -0.207, 0.115], [1.397, -1.482, -3.045], [2.119, -2.826, -3.185], [1.460, -0.711, -4.361], [1.904, -1.864, 5.304], [0.322, -1.459, 5.938], [1.381, -0.191, 5.301], [1.379, -1.521, 3.113], [-1.067, -2.861, 4.362], [0.467, -3.620, 3.999], [-0.557, -3.069, 2.682], [-2.108, 1.279, 3.720], [-3.179, -1.502, 3.082], [-3.862, 0.091, 2.680], [-3.966, -0.529, 4.300], [-1.817, -1.159, 5.536], [-2.649, 0.345, 5.876], [-0.897, 0.314, 5.778], [-0.046, 1.862, 5.010], [1.807, 3.011, 6.601], [0.883, 4.315, 5.867], [2.645, 4.332, 5.787], [3.547, 3.690, 3.671], [3.366, 2.534, 1.533], [1.475, 3.764, 0.597], [2.027, 5.085, -1.356], [2.399, 5.253, -3.749], [2.382, 3.808, -4.764], [3.852, 4.277, -3.920], [2.579, 1.563, -3.678], [3.669, -2.018, -0.954], [4.564, 0.509, -2.441], [4.222, -1.027, -3.236], [5.539, -0.907, -2.087], [4.379, 0.837, -0.131], [5.145, -0.656, 0.374], [3.556, -0.247, 0.995], [0.340, -1.703, -2.851], [3.128, -2.707, -3.566], [1.572, -3.432, -3.906], [2.174, -3.391, -2.255], [2.478, -0.446, -4.634], [0.853, 0.193, -4.346], [1.074, -1.353, -5.151], [-1.035, 1.827, -2.116], [-1.363, 1.091, -0.487], [-1.615, 2.511, 0.615], [-3.076, 0.491, -0.719], [-3.272, -0.797, 0.041], [-1.863, -1.871, -0.340], [-2.160, -2.124, -2.132], [-2.381, -3.411, 0.488], [-1.934, 2.349, -2.453], [-0.796, 1.035, -2.829], [-0.213, 2.538, -2.090], [-2.329, 3.190, 0.145], [-0.693, 3.049, 0.810], [-2.028, 2.174, 1.567], [-3.233, 0.350, -1.789], [-3.770, 1.272, -0.399], [-4.216, -1.291, -0.202], [-3.254, -0.616, 1.114], [-3.232, -2.072, -2.328], [-1.803, -3.092, -2.471], [-1.660, -1.351, -2.715], [-3.417, -3.611, 0.212], [-2.336, -3.276, 1.567], [-1.779, -4.270, 0.216], [2.928, -1.934, 1.997], [2.312, -2.926, 1.318], [1.215, -2.646, 0.492], [0.871, -3.760, -0.270], [-0.025, -3.627, -1.278], [1.409, -5.035, -0.152], [0.969, -6.014, -0.933], [2.436, -5.262, 0.756], [2.979, -6.453, 0.887], [2.904, -4.172, 1.486], [3.921, -4.315, 2.322]], "lowdin_charge": [0.9348, -0.0765, -0.5217, -0.0919, 1.0471, -0.4817, -0.1043, -0.1018, -0.2932, -0.0387, -0.2448, -0.0255, 0.0062, -0.0213, -0.2982, -0.1797, -0.3260, -0.0329, 0.0043, -0.2463, -0.0222, -0.0415, -0.3089, 1.0317, -0.4795, -0.0772, -0.0955, -0.4950, -0.0798, -0.0907, 0.0974, 0.0736, 0.0707, 0.0584, 0.0778, 0.0961, 0.0360, 0.0969, 0.0687, 0.0681, 0.0903, 0.0780, 0.0988, 0.0516, 0.1047, 0.0933, 0.0941, 0.0865, 0.1282, 0.1220, 0.1175, 0.1289, 0.0878, 0.0902, 0.1005, 0.1075, 0.1066, 0.0784, 0.0572, 0.1011, 0.0840, 0.1028, 0.0428, 0.0519, 0.0800, 0.1023, 0.0576, 0.0766, 0.0652, 0.0959, -0.1985, 0.8034, -0.1993, -0.3656, -0.4056, 0.7769, -0.2114, -0.1974, 0.0747, 0.0430, 0.0337, 0.0727, 0.0362, 0.0407, 0.0854, 0.1050, 0.1119, 0.0255, 0.0687, 0.0556, 0.0298, 0.0694, 0.0289, 0.0502, 0.0369, -0.2509, -0.1723, -0.2891, -0.0138, -0.1451, 0.1487, -0.1181, 0.1763, -0.1355, 0.1539]}



Record 2
{"formula": "C38H56N3O8S", "method": "the ωB97M-V functional and the def2-TZVPD basis", "lumo_energy_ev": -2.762, "homo_ev": -11.47, "fmax_ev_per_a": 4.51, "charge": 1, "spin_multiplicity": 1, "orbital_gap_ev": 8.71, "species": ["C", "C", "C", "C", "C", "C", "C", "C", "C", "O", "C", "N", "C", "C", "C", "O", "C", "C", "O", "C", "O", "C", "C", "C", "C", "N", "C", "C", "O", "C", "C", "O", "N", "S", "H", "H", "H", "H", "H", "H", "H", "H", "H", "H", "H", "H", "H", "H", "H", "H", "H", "H", "H", "H", "H", "H", "H", "H", "H", "H", "H", "H", "H", "H", "H", "H", "H", "H", "H", "H", "H", "H", "H", "H", "H", "H", "H", "H", "H", "H", "H", "H", "C", "C", "C", "C", "C", "C", "C", "O", "C", "C", "C", "C", "C", "C", "C", "O", "H", "H", "H", "H", "H", "H", "H", "H"], "xyz": [[-0.547, 2.037, -4.965], [-0.809, 1.987, -3.352], [-2.023, 1.040, -2.922], [-1.593, -0.427, -2.327], [-2.244, -1.407, -3.471], [-2.301, -0.671, -0.876], [-3.042, -2.075, -0.730], [-4.648, -1.948, -0.983], [-5.335, -3.134, -0.113], [-4.936, -4.435, -0.663], [-6.078, -5.135, -1.200], [-1.434, -0.253, 0.301], [-0.911, 1.178, 0.177], [-2.003, 2.341, 0.298], [-1.806, 3.278, 1.613], [-2.917, 3.092, 2.567], [-3.922, 4.017, 2.162], [-5.174, 3.485, 1.288], [-3.935, 5.228, 2.456], [-2.258, -0.250, 1.538], [-1.589, 0.330, 2.698], [-2.062, -0.312, 3.905], [-0.201, -1.112, 0.289], [-0.324, -2.545, 1.040], [0.554, -1.190, -1.140], [1.722, -0.206, -0.982], [1.391, -2.583, -1.334], [0.514, -3.813, -1.864], [0.519, -4.970, -0.956], [1.335, -6.014, -1.469], [2.515, -6.527, -0.488], [1.195, -6.579, -2.566], [-0.149, -0.706, -2.326], [0.589, -1.036, -3.841], [0.513, 1.656, -5.126], [-0.528, 3.147, -5.273], [-1.341, 1.441, -5.526], [-1.116, 3.065, -3.072], [0.178, 1.800, -2.818], [-2.674, 1.641, -2.206], [-2.681, 0.947, -3.865], [-1.855, -2.477, -3.391], [-2.131, -0.985, -4.524], [-3.389, -1.492, -3.338], [-3.163, 0.098, -0.857], [-2.596, -2.932, -1.360], [-2.996, -2.549, 0.321], [-5.068, -0.956, -0.606], [-4.943, -2.164, -2.058], [-6.471, -3.096, -0.140], [-4.938, -3.145, 0.971], [-6.820, -5.488, -0.399], [-6.623, -4.467, -1.967], [-5.780, -6.080, -1.783], [-0.139, 1.425, 0.997], [-0.326, 1.367, -0.778], [-1.824, 3.068, -0.582], [-3.091, 2.013, 0.179], [-0.799, 3.110, 2.118], [-1.844, 4.375, 1.308], [-4.979, 3.557, 0.169], [-6.080, 4.141, 1.521], [-5.324, 2.387, 1.549], [-2.550, -1.291, 1.940], [-3.300, 0.232, 1.404], [-1.713, 0.335, 4.784], [-1.591, -1.350, 4.083], [-3.201, -0.347, 3.956], [0.531, -0.592, 1.018], [-0.876, -3.331, 0.434], [0.710, -2.999, 1.268], [-0.773, -2.446, 2.098], [2.374, -0.307, -1.771], [2.294, -0.493, -0.160], [2.239, -2.452, -2.107], [1.995, -2.843, -0.386], [-0.573, -3.488, -1.943], [0.880, -4.111, -2.910], [2.505, -5.878, 0.460], [2.195, -7.574, -0.161], [3.511, -6.497, -1.031], [0.270, -2.326, -4.268], [8.547, 0.743, 1.599], [9.218, 1.952, 1.769], [8.503, 3.113, 2.043], [7.112, 3.070, 2.136], [6.439, 1.863, 1.942], [7.161, 0.697, 1.684], [4.960, 1.812, 1.989], [4.369, 0.756, 1.822], [4.208, 3.064, 2.232], [2.814, 3.042, 2.222], [2.097, 4.208, 2.462], [2.769, 5.400, 2.722], [4.159, 5.428, 2.728], [4.881, 4.261, 2.473], [6.361, 4.307, 2.446], [6.951, 5.349, 2.669], [9.107, -0.164, 1.395], [10.299, 1.990, 1.690], [9.031, 4.051, 2.180], [6.644, -0.247, 1.546], [2.283, 2.116, 2.024], [1.012, 4.187, 2.449], [2.208, 6.309, 2.917], [4.678, 6.360, 2.927]], "lowdin_charge": [-0.1205, -0.2488, -0.1350, -0.3635, -0.0865, -0.1307, -0.1255, -0.1197, -0.2043, -0.2413, -0.1288, -0.1289, -0.0823, -0.1022, -0.1264, -0.0774, -0.4182, 0.0008, 0.0860, -0.1565, -0.1824, -0.0796, -0.1505, -0.0081, -0.4250, 0.0504, -0.1212, -0.1661, -0.0819, -0.4150, 0.0080, 0.0778, -0.3910, 0.8923, 0.0494, 0.0818, 0.0740, 0.1053, 0.0896, 0.0904, 0.1169, 0.0711, 0.0827, 0.0904, 0.1369, 0.1203, 0.1004, 0.1192, 0.1116, 0.1225, 0.1301, 0.1025, 0.1012, 0.1042, 0.1404, 0.1200, 0.1258, 0.0986, 0.1135, 0.1351, 0.0870, 0.1026, 0.0779, 0.1329, 0.1690, 0.1191, 0.1077, 0.1125, 0.1619, 0.0806, 0.1063, 0.0887, 0.0638, 0.0855, 0.1088, 0.1302, 0.0994, 0.1259, 0.0816, 0.0972, 0.0955, -0.0758, -0.0527, -0.0474, 0.0097, -0.0826, -0.0873, 0.0003, -0.2778, 0.0765, -0.0836, -0.0039, -0.0580, -0.0459, 0.0137, -0.0771, -0.2768, 0.1151, 0.1099, 0.1120, 0.1247, 0.1180, 0.1039, 0.0807, 0.1127, 0.1258]}